[1]
68
Properties=species:S:1:pos:R:3 method="wB97M-V/def2-TZVPD" charge=+1 total_energy_ev=-35194.404 spin_multiplicity=1
C 3.125 1.218 1.949
P 1.945 1.671 0.575
C 1.889 0.131 -0.474
C 0.317 1.827 1.510
C -0.910 1.715 0.569
N -2.030 0.881 1.108
C -1.619 -0.378 1.816
C -0.151 -0.349 2.301
O 0.256 0.948 2.648
H 2.842 0.230 2.329
H 2.927 1.935 2.750
H 4.156 1.259 1.608
H 2.506 0.239 -1.369
H 0.889 -0.166 -0.805
H 2.351 -0.686 0.106
H 0.321 2.833 1.934
H -0.650 1.398 -0.442
H -1.311 2.725 0.451
H -2.668 1.438 1.672
H -2.586 0.592 0.303
H -2.266 -0.498 2.686
H -1.760 -1.224 1.144
H -0.087 -0.960 3.202
H 0.493 -0.824 1.550
C -5.062 5.801 -0.236
C -5.568 5.165 -1.522
N -4.652 4.188 -2.092
C -5.018 3.771 -3.441
C -6.332 3.006 -3.627
C -4.236 3.129 -1.201
C -5.320 2.227 -0.594
H -4.092 6.277 -0.388
H -5.765 6.565 0.095
H -4.971 5.075 0.576
H -5.706 5.962 -2.255
H -6.564 4.739 -1.335
H -4.199 3.177 -3.856
H -5.057 4.671 -4.059
H -6.249 1.968 -3.307
H -6.597 2.989 -4.686
H -7.162 3.470 -3.094
H -3.670 3.583 -0.378
H -3.503 2.498 -1.721
H -6.193 2.786 -0.262
H -4.920 1.705 0.285
H -5.647 1.461 -1.294
C 6.647 -6.255 1.032
C 5.438 -5.403 1.388
N 5.470 -4.074 0.800
C 4.455 -3.187 1.339
C 2.983 -3.530 1.079
C 5.649 -4.023 -0.643
C 4.611 -4.732 -1.521
H 7.574 -5.763 1.327
H 6.587 -7.210 1.556
H 6.694 -6.476 -0.035
H 5.418 -5.291 2.475
H 4.526 -5.956 1.115
H 4.652 -2.172 0.977
H 4.605 -3.136 2.422
H 2.685 -3.289 0.059
H 2.346 -2.938 1.746
H 2.759 -4.580 1.268
H 6.632 -4.437 -0.875
H 5.717 -2.975 -0.947
H 4.330 -5.709 -1.125
H 5.021 -4.892 -2.519
H 3.705 -4.138 -1.643


[2]
66
Properties=species:S:1:pos:R:3 method="wB97M-V/def2-TZVPD" de_lowest_ev=0.387 charge=+1 total_energy_ev=-40013.471 spin_multiplicity=1
C 3.402 -2.300 -0.877
C 2.929 -1.581 0.416
C 2.506 -0.101 0.169
O 1.228 0.222 0.724
C 0.204 -0.328 -0.040
P -1.223 -0.898 1.056
P -2.085 -2.713 0.134
C -0.882 -4.053 0.696
C -1.973 -2.471 -1.711
H 2.571 -2.472 -1.570
H 4.248 -1.787 -1.345
H 3.783 -3.283 -0.563
H 2.035 -2.106 0.784
H 3.734 -1.619 1.152
H 3.238 0.519 0.698
H 2.532 0.193 -0.889
H 0.526 -1.204 -0.623
H -0.248 0.396 -0.743
H -0.655 -1.261 2.305
H -2.189 0.126 1.195
H -1.284 -4.486 1.615
H 0.100 -3.615 0.928
H -0.802 -4.767 -0.128
H -2.184 -3.418 -2.219
H -2.703 -1.708 -2.011
H -0.998 -2.122 -2.082
C 2.326 2.921 -3.139
C 2.958 2.211 -4.331
C 4.290 1.539 -3.999
C 5.401 2.488 -3.544
C 5.750 3.598 -4.533
C 6.280 3.079 -5.865
H 2.951 3.738 -2.776
H 1.360 3.345 -3.418
H 2.161 2.224 -2.312
H 3.082 2.918 -5.154
H 2.265 1.444 -4.689
H 4.627 0.976 -4.874
H 4.126 0.795 -3.209
H 6.300 1.895 -3.344
H 5.124 2.942 -2.587
H 6.514 4.235 -4.079
H 4.882 4.240 -4.708
H 7.170 2.465 -5.718
H 6.552 3.911 -6.516
H 5.534 2.481 -6.392
C -5.784 1.612 5.798
C -4.874 1.193 4.650
C -5.599 0.413 3.553
C -6.212 -0.917 3.996
C -5.227 -1.911 4.609
C -4.135 -2.349 3.641
H -6.200 0.748 6.320
H -5.227 2.199 6.529
H -6.611 2.225 5.435
H -4.034 0.609 5.041
H -4.439 2.093 4.204
H -4.901 0.235 2.726
H -6.396 1.039 3.141
H -6.693 -1.382 3.129
H -7.013 -0.728 4.715
H -5.783 -2.795 4.930
H -4.772 -1.493 5.510
H -4.567 -2.804 2.746
H -3.483 -3.089 4.112
H -3.510 -1.505 3.331


[3]
81
Properties=species:S:1:pos:R:3 method="wB97M-V/def2-TZVPD" charge=+1 total_energy_ev=-74591.705 spin_multiplicity=1
Ba 4.430 -0.047 -0.475
O 2.003 -0.496 0.061
H 1.066 -0.549 0.207
C 3.298 -2.460 -6.922
C 1.902 -1.992 -7.289
O 1.514 -1.069 -6.247
P -0.031 -0.982 -5.832
O -0.645 -2.286 -5.540
O 0.039 0.060 -4.643
C -1.103 0.314 -3.816
C -0.673 1.144 -2.636
O -0.763 -0.160 -6.990
C -0.434 1.171 -7.361
C 0.157 1.153 -8.755
H 3.682 -3.144 -7.682
H 3.944 -1.588 -6.837
H 3.304 -2.997 -5.974
H 1.943 -1.467 -8.247
H 1.166 -2.788 -7.413
H -1.776 0.882 -4.469
H -1.686 -0.551 -3.494
H 0.009 0.644 -1.943
H -0.099 2.013 -2.976
H -1.439 1.584 -1.996
H -1.333 1.793 -7.362
H 0.210 1.695 -6.651
H 0.993 0.446 -8.790
H -0.490 0.748 -9.536
H 0.536 2.107 -9.122
C -1.791 6.797 3.185
C -0.531 6.002 2.856
O -0.567 5.601 1.478
P -0.693 4.058 1.068
O -0.481 3.836 -0.368
O 0.299 3.342 2.083
C 0.745 2.006 1.827
C 1.884 1.692 2.796
O -2.126 3.574 1.599
C -3.328 4.086 1.042
C -4.242 2.960 0.596
H -2.656 6.478 2.614
H -2.021 6.782 4.251
H -1.635 7.846 2.922
H 0.312 6.678 3.015
H -0.379 5.194 3.572
H -0.048 1.274 1.965
H 1.151 1.967 0.817
H 2.802 2.242 2.591
H 1.598 1.868 3.833
H 2.034 0.612 2.713
H -3.861 4.715 1.756
H -3.140 4.745 0.190
H -4.218 2.140 1.310
H -5.262 3.286 0.395
H -3.912 2.610 -0.387
C -1.655 -4.852 6.488
C -0.172 -4.558 6.462
O 0.041 -3.361 5.676
P 1.443 -3.190 4.908
O 2.644 -3.172 5.755
O 1.341 -4.396 3.862
C 2.411 -4.532 2.901
C 1.960 -5.534 1.859
O 1.226 -1.880 4.007
C 0.100 -1.743 3.118
C -1.144 -1.205 3.794
H -2.173 -4.089 7.073
H -2.010 -4.764 5.462
H -1.829 -5.811 6.970
H 0.233 -4.471 7.470
H 0.357 -5.350 5.926
H 2.607 -3.576 2.410
H 3.295 -4.918 3.412
H 2.754 -5.586 1.104
H 1.816 -6.545 2.226
H 1.097 -5.139 1.323
H 0.525 -1.014 2.423
H -0.024 -2.684 2.577
H -0.908 -0.512 4.597
H -1.793 -0.679 3.086
H -1.804 -2.010 4.120